(1)
The following is a DFT calculation (ωB97M-V/def2-TZVPD) of a cluster of 2 separate species, C3H7BO2 in total.

Structure (ORCA input):
```
! RIJCOSX wB97M-V def2-TZVPD def2/J DEFGRID3
* xyz 0 3
B -0.854 -1.344 -0.541
C 1.949 0.319 0.631
C 0.734 0.498 0.273
C -0.086 1.757 0.511
O -0.327 -2.424 -1.117
O -2.095 -0.957 -0.387
H 2.571 1.155 0.870
H 2.526 -0.563 0.340
H 0.541 2.381 1.148
H -0.340 2.079 -0.390
H -1.057 1.675 1.010
H -0.956 -2.927 -1.662
H -2.607 -1.649 -0.686
*
```

Values from the calculation:
**Orbital gap (spin up / spin down)**: 6.1 / 8.4 eV
**Expectation value of S²**: 2.01
**E_HOMO (spin up / spin down)**: -5.40 / -9.76 eV
**Total energy**: -7991.4129 eV

Atom charges from the natural (NBO) analysis, given in e for atoms 1 to 8:
1 B 0.956
2 C -0.567
3 C 0.194
4 C -0.707
5 O -0.943
6 O -0.919
7 H 0.202
8 H 0.215

---

(2)
The following is a DFT calculation (ωB97M-V/def2-TZVPD) of a cluster of 2 separate species, C5H8O4 in total.

Structure (ORCA input):
```
! RIJCOSX wB97M-V def2-TZVPD def2/J DEFGRID3
* xyz -2 1
C 0.849 2.564 0.048
C 2.010 1.859 -0.657
O 1.666 1.008 -1.508
O 3.178 2.219 -0.350
H 0.729 2.122 1.036
H -0.068 2.494 -0.527
H 1.030 3.626 0.297
C -0.764 -1.899 0.612
C -0.233 -1.795 -0.809
C -1.997 -0.985 0.974
O -2.782 -0.712 0.042
O -2.063 -0.670 2.186
H -1.138 -2.885 0.915
H -0.038 -1.605 1.374
H -0.614 -2.632 -1.398
H 0.851 -1.769 -0.878
H -0.616 -0.938 -1.357
*
```

Values from the calculation:
**Orbital gap**: 8.0 eV
**E_HOMO**: -1.22 eV
**Total energy**: -13505.1551 eV

Atom charges from the natural (NBO) analysis, given in e for atoms 1 to 8:
1 C -0.732
2 C 0.755
3 O -0.786
4 O -0.826
5 H 0.212
6 H 0.207
7 H 0.172
8 C -0.533

---

(3)
The following is a DFT calculation (ωB97M-V/def2-TZVPD) of the molecule C5H7FN2.

Structure (ORCA input):
```
! RIJCOSX wB97M-V def2-TZVPD def2/J DEFGRID3
* xyz 0 1
C -0.746 1.656 -0.117
C 2.591 -0.571 -0.124
C -1.673 0.698 0.010
C -0.922 -0.583 -0.537
C 0.241 -1.009 0.279
N 1.440 -0.096 0.349
N 0.328 2.105 -0.167
F 3.472 0.440 -0.069
H -2.141 0.807 1.116
H -2.506 0.893 -0.677
H -1.529 -1.513 -0.627
H -0.516 -0.209 -1.513
H -0.037 -1.187 1.264
H 0.547 -1.919 -0.126
H 1.452 0.488 0.939
*
```

Values from the calculation:
**Orbital gap**: 9.7 eV
**E_HOMO**: -9.07 eV
**Total energy**: -10991.6283 eV

Atom charges from the natural (NBO) analysis, given in e for atoms 1 to 8:
1 C 0.266
2 C 0.376
3 C -0.541
4 C -0.379
5 C -0.232
6 N -0.562
7 N -0.318
8 F -0.363

---

(4)
The following is a DFT calculation (ωB97M-V/def2-TZVPD) of a cluster of 2 separate species, C20H17N2O8 in total.

Structure (ORCA input):
```
! RIJCOSX wB97M-V def2-TZVPD def2/J DEFGRID3
* xyz -1 1
O -1.095 -2.874 2.120
N -0.700 -1.816 2.661
O -0.036 -1.793 3.721
C -1.049 -0.574 2.044
C -0.893 0.621 2.771
C -1.445 1.800 2.268
C -2.107 1.805 1.040
C -2.273 0.606 0.283
C -3.099 0.644 -0.881
N -3.267 -0.442 -1.686
O -3.948 -0.341 -2.761
O -2.737 -1.551 -1.392
C -1.697 -0.580 0.793
H -0.396 0.578 3.737
H -1.374 2.723 2.848
H -2.542 2.712 0.615
H -3.587 1.571 -1.187
H -1.838 -1.479 0.207
C -8.877 -0.899 -3.607
C -7.469 -0.720 -4.150
C -7.421 -0.878 -5.673
O -6.985 0.622 -3.894
C -6.702 0.945 -2.600
O -6.550 2.105 -2.273
C -6.495 -0.183 -1.655
C -6.170 0.140 -0.364
C -6.070 -0.808 0.728
C -6.865 -1.980 0.747
C -6.746 -2.892 1.789
C -5.796 -2.682 2.803
C -5.024 -1.507 2.818
C -5.195 -0.559 1.813
C -6.202 -1.516 -2.270
O -5.659 -2.420 -1.675
O -6.562 -1.679 -3.580
H -8.907 -0.731 -2.525
H -9.548 -0.183 -4.092
H -9.231 -1.913 -3.817
H -6.407 -0.710 -6.043
H -7.737 -1.883 -5.965
H -8.083 -0.141 -6.137
H -6.002 1.198 -0.166
H -7.582 -2.141 -0.061
H -7.404 -3.762 1.797
H -5.693 -3.415 3.607
H -4.304 -1.316 3.622
H -4.647 0.390 1.813
*
```

Values from the calculation:
**Orbital gap**: 6.1 eV
**E_HOMO**: -4.05 eV
**Total energy**: -40372.3820 eV

Atom charges from the natural (NBO) analysis, given in e for atoms 1 to 8:
1 O -0.375
2 N 0.493
3 O -0.418
4 C 0.078
5 C -0.264
6 C -0.232
7 C -0.196
8 C -0.051

---

(5)
The following is a DFT calculation (ωB97M-V/def2-TZVPD) of a cluster of 18 separate species, C32H42BCl52NO2P in total.

Structure (ORCA input):
```
! RIJCOSX wB97M-V def2-TZVPD def2/J DEFGRID3
* xyz -1 1
C 1.717 -2.710 4.817
C 0.118 -2.442 4.654
P -0.341 -1.592 3.015
C -1.762 -2.576 2.233
C -1.088 -3.551 1.103
B -0.859 0.282 3.321
C -1.505 0.876 1.931
C -0.773 2.155 1.331
C -0.440 3.458 2.103
C 0.278 4.686 1.513
C 0.679 4.679 0.026
C 0.333 3.426 -0.803
C -0.366 2.158 -0.190
C -0.646 0.962 -1.199
C -2.056 0.204 4.469
C -2.756 1.614 4.804
C -4.288 1.731 4.228
Cl -2.955 1.648 6.675
O 0.375 0.973 3.797
N 1.467 0.579 3.107
O 2.390 1.315 3.339
H 2.305 -2.480 3.875
H 1.816 -3.801 5.167
H 2.074 -2.077 5.711
H -0.200 -1.871 5.591
H -0.398 -3.466 4.707
H -2.589 -1.943 1.767
H -2.225 -3.309 2.999
H -1.450 -3.274 0.052
H -1.285 -4.657 1.327
H 0.050 -3.375 1.107
H -2.624 1.144 2.010
H -1.472 0.016 1.156
H -0.722 3.488 3.207
H 0.484 5.563 2.224
H 1.203 5.582 -0.417
H 0.593 3.414 -1.922
H -0.325 1.273 -2.264
H 0.009 0.082 -0.889
H -1.737 0.589 -1.187
H -1.633 -0.202 5.448
H -2.852 -0.534 4.111
H -2.134 2.531 4.558
H -4.380 0.906 3.429
H -4.394 2.736 3.657
H -5.030 1.614 5.082
C 5.034 -4.760 4.067
Cl 4.896 -4.090 5.699
Cl 3.516 -4.561 3.180
Cl 6.370 -3.997 3.194
H 5.243 -5.825 4.151
C 1.241 0.368 8.320
Cl 2.720 -0.035 9.210
Cl 1.576 0.519 6.593
Cl -0.008 -0.852 8.608
H 0.874 1.325 8.683
C 4.740 -5.205 -0.406
Cl 6.221 -5.647 0.453
Cl 5.052 -5.047 -2.140
Cl 3.467 -6.397 -0.109
H 4.401 -4.241 -0.030
C -6.940 -1.374 4.624
Cl -6.594 -1.497 2.894
Cl -5.479 -1.675 5.574
Cl -7.618 0.215 5.012
H -7.678 -2.132 4.881
C -4.445 5.575 5.494
Cl -6.013 5.869 4.727
Cl -4.644 4.596 6.953
Cl -3.334 4.789 4.363
H -4.016 6.535 5.777
C -2.424 9.194 4.769
Cl -3.992 9.487 4.005
Cl -2.619 8.223 6.236
Cl -1.320 8.399 3.639
H -1.994 10.154 5.048
C 2.775 -0.236 -3.005
Cl 1.221 0.100 -3.781
Cl 2.548 -1.239 -1.566
Cl 3.876 -1.021 -4.148
H 3.217 0.709 -2.697
C -4.982 2.273 0.090
Cl -4.905 0.508 0.210
Cl -6.666 2.823 0.113
Cl -4.064 3.030 1.396
H -4.538 2.571 -0.855
C -5.761 -5.413 2.572
Cl -4.909 -6.960 2.451
Cl -6.218 -5.086 4.250
Cl -4.763 -4.102 1.933
H -6.669 -5.475 1.976
C -2.915 4.988 -3.116
Cl -1.464 4.516 -2.214
Cl -2.548 5.157 -4.842
Cl -4.215 3.812 -2.876
H -3.253 5.952 -2.743
C 1.008 -9.319 0.937
Cl 1.290 -10.996 0.445
Cl -0.604 -8.788 0.439
Cl 1.209 -9.142 2.686
H 1.745 -8.688 0.441
C -5.551 7.965 -4.940
Cl -6.612 9.374 -5.088
Cl -4.307 8.251 -3.715
Cl -6.488 6.518 -4.548
H -5.058 7.805 -5.897
C 4.633 0.737 -7.830
Cl 4.120 -0.336 -9.141
Cl 5.055 2.334 -8.465
Cl 3.368 0.869 -6.603
H 5.519 0.309 -7.364
C 6.159 5.946 -9.309
Cl 4.825 6.964 -9.870
Cl 7.569 6.131 -10.363
Cl 6.578 6.335 -7.635
H 5.837 4.908 -9.349
C 8.169 -2.115 -7.609
Cl 7.656 -3.185 -8.922
Cl 8.590 -0.516 -8.241
Cl 6.904 -1.984 -6.379
H 9.055 -2.544 -7.144
C 4.143 -3.668 -10.667
Cl 2.589 -3.326 -11.440
Cl 3.914 -4.676 -9.231
Cl 5.246 -4.452 -11.808
H 4.586 -2.724 -10.356
C 3.298 -7.651 -7.023
Cl 1.577 -7.742 -6.629
Cl 4.233 -7.120 -5.620
Cl 3.886 -9.214 -7.610
H 3.430 -6.916 -7.813
*
```

Values from the calculation:
**Orbital gap**: 5.0 eV
**E_HOMO**: -3.79 eV
**Total energy**: -700575.0454 eV

Atom charges from the Mulliken analysis, given in e for atoms 1 to 8:
1 C -0.748
2 C -0.423
3 P 0.581
4 C -0.218
5 C -0.946
6 B -0.219
7 C 1.591
8 C 0.402

---

(6)
The following is a DFT calculation (ωB97M-V/def2-TZVPD) of the molecule C7H9N.

Structure (ORCA input):
```
! RIJCOSX wB97M-V def2-TZVPD def2/J DEFGRID3
* xyz 0 1
C -1.237 -1.587 -0.172
C -0.002 -1.724 -0.621
C 0.873 -0.588 0.013
C 1.557 0.445 -0.912
C 1.080 1.664 -0.640
C 0.123 1.606 0.556
N -0.070 0.131 0.838
C -1.335 -0.512 0.875
H -2.152 -2.139 -0.477
H 0.405 -2.434 -1.356
H 1.696 -1.056 0.591
H 2.057 0.235 -1.865
H 0.994 2.601 -1.249
H -0.917 2.043 0.377
H 0.567 2.027 1.476
H -2.162 0.200 0.682
H -1.480 -0.912 1.883
*
```

Values from the calculation:
**Orbital gap**: 9.3 eV
**E_HOMO**: -8.08 eV
**SMILES string**: C1=CC2C=CCN2C1
**Total energy**: -8892.8427 eV

Atom charges from the natural (NBO) analysis, given in e for atoms 1 to 8:
1 C -0.200
2 C -0.199
3 C -0.095
4 C -0.201
5 C -0.210
6 C -0.245
7 N -0.443
8 C -0.240

---

(7)
The following is a DFT calculation (ωB97M-V/def2-TZVPD) of a structure of composition C2H4N2O.

Structure (ORCA input):
```
! RIJCOSX wB97M-V def2-TZVPD def2/J DEFGRID3
* xyz 0 1
C -0.583 0.432 0.949
C -0.521 -0.371 -0.094
N 0.783 1.280 0.018
N 0.558 0.142 -0.806
O -1.005 -1.625 -0.314
H -0.904 0.855 1.810
H 1.554 0.997 0.785
H 0.360 0.418 -1.757
H -0.242 -2.128 -0.589
*
```

Values from the calculation:
**Orbital gap**: 9.6 eV
**E_HOMO**: -8.90 eV
**Total energy**: -7161.9062 eV

Atom charges from the natural (NBO) analysis, given in e for atoms 1 to 8:
1 C -0.186
2 C 0.396
3 N -0.446
4 N -0.502
5 O -0.669
6 H 0.217
7 H 0.333
8 H 0.368

---

(8)
The following is a DFT calculation (ωB97M-V/def2-TZVPD) of the molecule C2H3FN2O.

Structure (ORCA input):
```
! RIJCOSX wB97M-V def2-TZVPD def2/J DEFGRID3
* xyz 0 1
F -1.468 -1.034 0.308
C -1.237 0.112 -0.334
O 0.066 0.250 -0.830
C 1.031 -0.014 0.357
N 2.284 -0.495 0.009
N 2.239 0.672 0.350
H -1.914 0.008 -1.227
H -1.412 1.015 0.186
H 0.411 -0.513 1.180
*
```

Values from the calculation:
**Orbital gap**: 10.6 eV
**E_HOMO**: -10.38 eV
**SMILES string**: FCOC1N=N1
**Total energy**: -9864.2825 eV

Atom charges from the natural (NBO) analysis, given in e for atoms 1 to 8:
1 F -0.350
2 C 0.318
3 O -0.549
4 C 0.185
5 N -0.045
6 N -0.054
7 H 0.154
8 H 0.139

---

(9)
The following is a DFT calculation (ωB97M-V/def2-TZVPD) of the molecule C17H14N4OS.

Structure (ORCA input):
```
! RIJCOSX wB97M-V def2-TZVPD def2/J DEFGRID3
* xyz 0 1
C 4.748 0.324 -1.263
C 3.685 -0.237 -0.365
C 3.514 0.311 0.882
C 2.438 -0.103 1.641
C 2.212 0.402 3.061
N 1.628 -1.061 1.174
C 1.865 -1.567 -0.054
S 0.825 -2.874 -0.670
C -0.753 -2.180 -0.271
N -1.630 -2.885 0.426
C -2.815 -2.350 0.636
C -3.816 -3.167 1.374
N -3.172 -1.102 0.277
C -2.244 -0.448 -0.419
C -1.036 -0.943 -0.753
O -0.294 -0.021 -1.466
C -1.048 1.109 -1.529
C -0.801 2.378 -2.058
C -1.778 3.379 -1.977
C -2.978 3.083 -1.377
C -3.258 1.831 -0.896
C -2.280 0.874 -0.950
N 2.881 -1.189 -0.834
H 4.393 1.309 -1.532
H 4.897 -0.282 -2.131
H 5.678 0.440 -0.718
H 4.198 1.035 1.264
H 1.164 0.317 3.370
H 2.478 1.457 3.172
H 2.847 -0.205 3.724
H -3.724 -4.225 1.109
H -4.851 -2.866 1.197
H -3.662 -2.965 2.440
H 0.158 2.569 -2.543
H -1.586 4.385 -2.353
H -3.689 3.884 -1.248
H -4.195 1.581 -0.340
*
```

Values from the calculation:
**Orbital gap**: 8.7 eV
**E_HOMO**: -8.77 eV
**SMILES string**: Cc1cc(C)nc(Sc2nc(C)nc3c2oc2ccccc23)n1
**Total energy**: -36699.5474 eV

Atom charges from the natural (NBO) analysis, given in e for atoms 1 to 8:
1 C -0.644
2 C 0.274
3 C -0.321
4 C 0.276
5 C -0.649
6 N -0.491
7 C 0.277
8 S 0.310

---

(10)
The following is a DFT calculation (ωB97M-V/def2-TZVPD) of a structure of composition C16H19ClN6O4ReS2.

Structure (ORCA input):
```
! RIJCOSX wB97M-V def2-TZVPD def2/J DEFGRID3
* xyz 0 2
Re -0.359 0.174 0.235
C -2.920 -0.731 4.005
C -2.458 -0.436 2.604
S -0.747 -0.111 2.410
C -3.260 -0.383 1.529
C -4.745 -0.595 1.546
S -2.560 0.011 -0.027
H -2.075 -0.741 4.692
H -3.412 -1.703 4.064
H -3.626 0.024 4.356
H -5.085 -0.943 2.520
H -5.041 -1.331 0.797
H -5.272 0.334 1.315
O -0.275 -3.464 -1.449
C -0.129 -2.281 -1.276
O 0.299 -1.712 -0.173
C -0.336 -1.293 -2.402
C -0.770 -1.747 -3.657
C -0.845 -0.849 -4.676
C -0.383 0.469 -4.473
C -0.300 1.407 -5.530
C 0.263 2.631 -5.324
C 0.776 2.967 -4.053
C 0.673 2.098 -3.006
C 0.065 0.836 -3.183
N -0.008 -0.045 -2.132
H -1.037 -2.789 -3.757
H -1.208 -1.138 -5.655
H -0.670 1.121 -6.507
H 0.335 3.342 -6.137
H 1.248 3.929 -3.905
H 1.067 2.351 -2.037
N 2.047 0.110 0.333
N 3.034 1.092 0.565
C 2.914 1.957 1.636
N 3.919 2.845 1.716
N 1.866 1.816 2.394
N 1.652 2.772 3.378
O 2.602 3.324 3.934
O 0.499 2.965 3.664
H 2.169 -0.703 0.935
H 2.163 -0.196 -0.627
H 3.980 0.768 0.419
H 4.463 3.050 0.898
H 3.930 3.452 2.521
Cl -1.389 3.187 -0.932
C -0.246 2.307 0.156
H -0.489 2.656 1.158
H 0.751 2.686 -0.074
*
```

Values from the calculation:
**Orbital gap (spin up / spin down)**: 6.8 / 6.9 eV
**Expectation value of S²**: 0.77
**E_HOMO (spin up / spin down)**: -7.54 / -7.62 eV
**Total energy**: -70351.9782 eV

Atom charges from the natural (NBO) analysis, given in e for atoms 1 to 8:
1 Re 0.785
2 C -0.645
3 C -0.200
4 S 0.173
5 C -0.193
6 C -0.644
7 S 0.155
8 H 0.228

---

(11)
The following is a DFT calculation (ωB97M-V/def2-TZVPD) of a structure of composition C3H3NaO3.

Structure (ORCA input):
```
! RIJCOSX wB97M-V def2-TZVPD def2/J DEFGRID3
* xyz 0 1
O 0.819 -0.204 -0.181
O -1.205 1.260 0.891
C -0.481 0.654 1.675
C 0.687 -0.148 1.203
O -0.310 -1.431 -4.688
C -0.320 -0.881 -3.706
Na -0.533 1.035 -1.360
H -0.778 0.563 2.741
H 0.555 -1.147 1.691
H 1.566 0.298 1.734
*
```

Values from the calculation:
**Orbital gap**: 7.2 eV
**E_HOMO**: -7.53 eV
**Total energy**: -13717.7986 eV

Atom charges from the natural (NBO) analysis, given in e for atoms 1 to 8:
1 O -1.002
2 O -0.654
3 C 0.432
4 C -0.161
5 O -0.472
6 C 0.488
7 Na 0.944
8 H 0.108

---

Please write out number 3 again, unchanged.
The following is a DFT calculation (ωB97M-V/def2-TZVPD) of the molecule C5H7FN2.

Structure (ORCA input):
```
! RIJCOSX wB97M-V def2-TZVPD def2/J DEFGRID3
* xyz 0 1
C -0.746 1.656 -0.117
C 2.591 -0.571 -0.124
C -1.673 0.698 0.010
C -0.922 -0.583 -0.537
C 0.241 -1.009 0.279
N 1.440 -0.096 0.349
N 0.328 2.105 -0.167
F 3.472 0.440 -0.069
H -2.141 0.807 1.116
H -2.506 0.893 -0.677
H -1.529 -1.513 -0.627
H -0.516 -0.209 -1.513
H -0.037 -1.187 1.264
H 0.547 -1.919 -0.126
H 1.452 0.488 0.939
*
```

Values from the calculation:
**Orbital gap**: 9.7 eV
**E_HOMO**: -9.07 eV
**Total energy**: -10991.6283 eV

Atom charges from the natural (NBO) analysis, given in e for atoms 1 to 8:
1 C 0.266
2 C 0.376
3 C -0.541
4 C -0.379
5 C -0.232
6 N -0.562
7 N -0.318
8 F -0.363